# C4H6Cl2N3O2

The ion C4H6Cl2N3O2 with charge +1 (ωB97M-V/def2-TZVPD, the OMol25 dataset).

LUMO: -4.804 eV
HOMO level: -15.138 eV
Max |F|: 0.0724 Eh/bohr
Relative energy (zero: lowest compared OMol25 entry of this formula, charge and spin): 71.3 kJ/mol
DFT total energy: -1390.88275 a.u.
Total charge: +1
SMILES: CO[C@@]1(Cl)NC(Cl)=NC(O)=[NH+]1

Each atom is followed by the atoms it is bonded to, with distances in Å.
Geometry (Å):
1 C -0.37 -0.58 -1.50  N5 1.314, N6 1.345, Cl10 1.760
2 C 0.83 0.59 0.10  N6 1.463, N7 1.426, O9 1.346, Cl11 1.812
3 C -1.34 1.09 -0.40  N5 1.308, N7 1.347, O8 1.316
4 C 0.80 -1.44 1.56  O9 1.484, H12 1.088, H13 1.095, H14 1.187
5 N -1.48 0.00 -1.10  C1 1.314, C3 1.308
6 N 0.86 -0.37 -1.00  C1 1.345, C2 1.463, H15 1.081
7 N -0.13 1.62 -0.09  C2 1.426, C3 1.347, H16 1.139
8 O -2.45 1.74 -0.13  C3 1.316, H17 0.973
9 O 0.51 -0.02 1.26  C2 1.346, C4 1.484
10 Cl -0.56 -1.83 -2.73  C1 1.760
11 Cl 2.51 1.27 0.08  C2 1.812
12 H 0.52 -1.55 2.61  C4 1.088
13 H 1.88 -1.54 1.42  C4 1.095
14 H -0.01 -2.18 1.11  C4 1.187
15 H 1.78 -0.65 -1.48  N6 1.081
16 H -0.04 2.45 0.69  N7 1.139
17 H -3.31 1.39 -0.42  O8 0.973